1.
Computed, not measured: a 6-piece molecular cluster, C25H38N2O18P overall, with wB97M-V/def2-TZVPD.

```
84
Properties=species:S:1:pos:R:3:mulliken_charge:R:1
C -3.45 3.81 0.80 -0.8791
C -2.17 3.79 1.12 -0.3442
C -1.61 3.04 2.25 -0.1135
N -1.35 1.69 2.21 0.3022
C -0.82 1.30 3.36 -0.5577
N -0.72 2.34 4.15 0.0586
C -1.23 3.46 3.49 0.0952
P -1.34 5.11 4.21 0.9912
O -2.70 5.39 4.61 -0.6045
O -0.29 5.11 5.41 -0.5494
O -0.73 6.03 3.07 -0.4821
H -3.74 4.35 -0.09 0.3654
H -4.24 3.34 1.37 0.3472
H -1.46 4.35 0.53 0.4376
H -1.51 1.09 1.41 0.2805
H -0.49 0.30 3.61 0.6618
H -0.35 2.32 5.08 0.2873
H 0.56 4.70 5.21 0.3320
H -0.26 6.80 3.43 0.3651
C 2.03 1.90 -1.54 -0.8341
C 1.65 1.28 -0.22 0.7685
C 2.70 0.39 0.40 -0.3942
O 1.89 -0.53 1.17 -0.3309
C 0.70 -0.61 0.57 0.6483
O -0.15 -1.41 0.85 -0.6031
O 0.56 0.34 -0.37 -0.3099
H 2.79 2.66 -1.40 0.4450
H 2.41 1.12 -2.20 -0.2559
H 1.16 2.36 -2.02 0.3737
H 1.32 2.05 0.49 0.1186
H 3.40 0.91 1.04 0.3988
H 3.26 -0.18 -0.35 0.1072
C 3.44 -5.92 1.04 -1.5290
C 3.67 -4.43 0.93 0.7565
C 4.19 -3.94 -0.41 -0.5182
O 4.91 -2.76 -0.03 -0.3092
C 5.33 -2.92 1.25 0.6337
O 6.08 -2.19 1.80 -0.5491
O 4.74 -4.01 1.80 -0.3726
H 2.57 -6.21 0.44 0.3856
H 4.31 -6.48 0.69 0.3618
H 3.26 -6.20 2.07 0.3653
H 2.78 -3.88 1.22 0.1370
H 3.40 -3.69 -1.12 0.3185
H 4.89 -4.64 -0.87 0.3285
C 3.49 -1.80 -7.32 -1.4607
C 2.86 -1.07 -6.17 0.5291
C 3.27 0.38 -6.00 -0.5382
O 3.10 0.57 -4.58 -0.3102
C 3.25 -0.63 -3.99 0.5790
O 3.35 -0.79 -2.81 -0.5430
O 3.29 -1.62 -4.90 -0.3547
H 3.08 -1.44 -8.26 0.3862
H 4.57 -1.67 -7.32 0.3464
H 3.29 -2.87 -7.24 0.3626
H 1.77 -1.16 -6.20 0.2645
H 2.65 1.08 -6.55 0.3092
H 4.32 0.54 -6.24 0.3092
C -1.54 -2.29 3.37 -1.2849
C -2.37 -2.27 4.63 0.6207
C -2.66 -3.62 5.25 -0.5281
O -3.90 -3.36 5.93 -0.3242
C -4.54 -2.36 5.27 0.5810
O -5.65 -2.02 5.46 -0.5068
O -3.69 -1.79 4.36 -0.3454
H -0.51 -2.55 3.57 0.4652
H -1.94 -3.00 2.64 0.4224
H -1.57 -1.31 2.88 -0.0075
H -1.92 -1.60 5.38 0.2434
H -1.91 -3.95 5.96 0.3250
H -2.83 -4.39 4.50 0.3279
C -5.45 0.74 -3.96 -1.4604
C -4.34 1.32 -3.12 0.4745
C -4.65 2.64 -2.44 -0.4172
O -3.34 3.23 -2.31 -0.2919
C -2.57 2.71 -3.31 0.6107
O -1.49 3.12 -3.59 -0.5494
O -3.20 1.69 -3.92 -0.3542
H -6.26 0.38 -3.33 0.3877
H -5.84 1.49 -4.65 0.3514
H -5.07 -0.09 -4.56 0.3701
H -4.00 0.58 -2.38 0.2409
H -5.11 2.53 -1.46 0.3269
H -5.26 3.29 -3.06 0.3083
```

Output
* total charge: +1
* energy: -75663.17380 eV
* highest occupied orbital energy: -12.53 eV
* multiplicity: 1
* HOMO-LUMO gap: 9.631 eV

***

2.
Computed, not measured: the molecule C25H38N4O4S at a distorted geometry, with wB97M-V/def2-TZVPD.

```
72
Properties=species:S:1:pos:R:3:nbo_charge:R:1
C -7.87 -1.74 -0.06 -0.6192
C -6.53 -1.41 -0.71 -0.2144
N -5.39 -2.00 -0.02 -0.4500
C -4.17 -1.81 -0.80 -0.2079
C -2.97 -2.56 -0.23 -0.6266
C -5.30 -1.67 1.39 -0.2250
C -5.15 -0.18 1.77 -0.2593
N -3.82 0.32 1.56 -0.6158
C -3.52 1.27 0.67 0.6696
O -4.34 1.88 0.00 -0.6675
C -2.06 1.57 0.55 -0.3286
C -1.73 2.59 -0.29 0.1425
N -0.48 3.01 -0.56 -0.3748
C -0.31 4.15 -1.45 -0.2055
C -0.18 5.45 -0.66 -0.6198
C 0.59 2.41 0.08 0.2705
C 1.91 2.84 -0.12 -0.2688
C 2.95 2.21 0.53 -0.1538
C 2.70 1.16 1.40 -0.3659
S 4.08 0.33 2.20 2.3432
O 5.24 1.14 2.01 -0.9446
O 3.69 -0.02 3.53 -0.9324
N 4.30 -1.08 1.35 -0.6736
C 3.33 -2.12 1.60 -0.4310
C 4.92 -0.96 0.05 -0.0560
C 3.93 -0.91 -1.12 -0.4229
C 4.68 -0.64 -2.42 -0.3930
C 5.73 -1.72 -2.66 -0.3960
C 6.70 -1.81 -1.49 -0.3939
C 5.94 -2.07 -0.19 -0.4058
C 1.41 0.73 1.62 -0.1216
C 0.34 1.34 0.96 -0.2077
C -1.01 0.83 1.22 0.5869
O -1.20 -0.14 1.96 -0.6435
H -8.67 -1.48 -0.75 0.2141
H -8.01 -1.19 0.86 0.1992
H -7.92 -2.81 0.15 0.2109
H -6.42 -0.32 -0.82 0.1726
H -6.52 -1.83 -1.72 0.1928
H -4.39 -2.21 -1.79 0.1892
H -3.93 -0.75 -0.93 0.1666
H -3.26 -3.57 0.04 0.2108
H -2.20 -2.62 -1.00 0.2106
H -2.54 -2.06 0.63 0.2114
H -6.20 -2.05 1.87 0.2024
H -4.45 -2.22 1.81 0.2008
H -5.83 0.44 1.18 0.2290
H -5.41 -0.07 2.83 0.1968
H -3.05 -0.15 2.03 0.4338
H -2.54 3.11 -0.79 0.2451
H -1.18 4.20 -2.10 0.2180
H 0.57 3.99 -2.08 0.2077
H 0.67 5.42 0.01 0.2154
H -0.06 6.29 -1.35 0.2221
H -1.08 5.62 -0.07 0.2188
H 2.14 3.66 -0.77 0.2206
H 3.97 2.53 0.40 0.2482
H 2.42 -2.00 1.00 0.1858
H 3.08 -2.06 2.65 0.2446
H 3.78 -3.09 1.39 0.2110
H 5.46 -0.01 0.10 0.2314
H 3.18 -0.13 -0.95 0.2120
H 3.41 -1.87 -1.20 0.1992
H 5.17 0.33 -2.35 0.1940
H 3.98 -0.61 -3.25 0.2092
H 6.28 -1.51 -3.58 0.2094
H 5.23 -2.69 -2.79 0.1937
H 7.25 -0.87 -1.40 0.1973
H 7.42 -2.61 -1.66 0.2115
H 6.63 -2.11 0.66 0.2223
H 5.43 -3.03 -0.25 0.1931
H 1.20 -0.07 2.31 0.2610
```

Output
* ΔE to the lowest compared entry with this formula, charge and spin: 0.0 kcal/mol
* energy: -51528.62536 eV
* highest occupied orbital energy: -8.02 eV
* SMILES: CCN(CC)CCNC(=O)c1cn(CC)c2ccc(S(=O)(=O)N(C)C3CCCCC3)cc2c1=O
* multiplicity: 1
* HOMO-LUMO gap: 7.808 eV

***

3.
Computed, not measured: C25H39AsN6O2PPtS5 as an isolated structure at a distorted geometry, with wB97M-V/def2-TZVPD.

```
80
Properties=species:S:1:pos:R:3:mulliken_charge:R:1
Pt -1.01 1.06 -1.40 1.6145
C 4.74 -3.03 -0.53 -1.6581
C 3.33 -3.21 0.04 2.0104
C 2.64 -4.40 -0.64 -1.4741
C 3.44 -3.48 1.54 -2.0422
C 2.49 -1.97 -0.25 0.4088
C 2.48 -1.40 -1.52 -0.3575
C 1.68 -0.32 -1.79 -1.1286
N 0.85 0.22 -0.88 -0.5462
C 0.83 -0.33 0.35 -0.0351
C 1.64 -1.39 0.70 -0.4047
C -0.17 0.21 1.27 0.4245
C 0.08 0.45 2.60 -0.8872
C -0.92 0.96 3.43 0.6876
C -2.16 1.18 2.83 -0.3115
C -2.33 0.93 1.49 -0.8122
N -1.36 0.46 0.70 -0.6155
C -0.65 1.33 4.88 2.0977
C -0.24 2.82 4.89 -1.5088
C 0.48 0.49 5.48 -1.8842
C -1.91 1.15 5.74 -1.7968
H 5.34 -3.91 -0.29 0.4572
H 5.23 -2.16 -0.09 0.3970
H 4.73 -2.92 -1.61 0.3266
H 3.22 -5.31 -0.47 0.4370
H 2.54 -4.24 -1.72 0.2875
H 1.63 -4.56 -0.23 0.3569
H 4.10 -4.33 1.71 0.4318
H 2.47 -3.73 1.99 0.3752
H 3.86 -2.62 2.08 0.4547
H 3.08 -1.80 -2.32 0.2185
H 1.69 0.15 -2.77 0.6293
H 1.57 -1.78 1.70 0.6075
H 1.08 0.26 2.98 0.5165
H -3.00 1.55 3.41 0.4135
H -3.29 1.11 1.01 0.3767
H 0.65 2.97 4.28 0.3641
H -0.02 3.14 5.91 0.4426
H -1.04 3.45 4.49 0.2644
H 1.45 0.74 5.04 0.3478
H 0.29 -0.58 5.34 0.4166
H 0.55 0.69 6.55 0.4656
H -2.69 1.88 5.49 0.3392
H -1.66 1.28 6.79 0.4508
H -2.33 0.14 5.61 0.4146
S -0.23 2.67 -3.00 -0.4879
As -2.31 2.69 -3.84 0.3147
S -3.26 1.43 -2.11 -0.3702
S -0.94 -0.40 -3.42 -0.0411
S -2.07 0.88 -5.06 -0.2275
N -4.55 3.86 0.85 -0.5013
C -3.37 4.53 1.43 -0.1498
P -2.16 4.51 0.08 0.8171
O -2.77 4.99 -1.20 -0.9233
O -1.35 3.23 0.09 -0.5998
C -0.82 5.76 0.38 -0.7177
N -0.01 5.51 -0.89 -0.2283
H -5.21 3.58 1.56 0.2262
H -3.56 2.42 -1.23 0.2432
H -5.03 4.48 0.21 0.2333
H -2.97 3.92 2.24 -0.1915
H -3.57 5.54 1.79 0.4889
H -0.21 5.53 1.25 0.3406
H -1.16 6.79 0.40 0.4145
H 0.13 4.50 -0.98 0.0256
H 0.87 6.01 -0.95 0.3816
H -0.61 5.73 -1.69 0.3603
C -0.89 -6.03 -6.30 -1.1901
C -0.16 -4.95 -5.55 0.9269
C 1.17 -4.64 -5.79 -0.7791
C 1.72 -3.60 -5.08 -0.2566
N 1.03 -2.89 -4.18 -0.1722
C -0.24 -3.26 -4.03 0.2785
S -1.28 -2.32 -2.88 -0.1385
N -0.86 -4.25 -4.65 -0.4982
H -0.24 -6.88 -6.49 0.3679
H -1.22 -5.63 -7.27 0.2799
H -1.77 -6.34 -5.75 0.3432
H 1.75 -5.19 -6.53 0.3768
H 2.76 -3.31 -5.22 0.4813
```

Output
* ΔE to the lowest compared entry with this formula, charge and spin: 53.0 kcal/mol
* total charge: +1
* energy: -167142.55112 eV
* highest occupied orbital energy (spin up / spin down): -9.18 / -9.18 eV
* multiplicity: 1
* HOMO-LUMO gap (spin up / spin down): 5.853 / 5.852 eV

***

4.
Computed, not measured: a 2-piece molecular cluster, C25H39B2BrN4O18P2S overall at a distorted geometry, with wB97M-V/def2-TZVPD.

```
92
Properties=species:S:1:pos:R:3:mulliken_charge:R:1
C 0.05 -0.51 2.41 -0.5514
C 1.57 -1.11 2.05 -0.3063
B 1.67 -1.42 0.45 0.5464
O 1.21 -2.81 0.07 -0.6189
C 2.15 -0.46 -0.78 0.2057
C 3.33 -1.44 -1.45 -1.1659
N 4.32 -1.95 -0.37 -0.4425
N 2.84 0.89 -0.48 1.1271
N 3.54 1.06 0.67 0.3697
C 3.10 2.06 1.66 0.0269
C 4.10 3.34 2.08 -1.0213
O 1.94 2.07 2.38 -0.3224
C 5.04 1.07 0.53 0.0428
C 5.97 2.04 -0.40 -0.8604
O 5.72 0.19 1.32 -0.4908
C 1.99 2.03 -1.10 -2.5014
Br 2.83 3.88 -1.25 0.0901
O 0.69 1.99 -0.38 1.5024
C 0.14 3.32 -0.10 -1.0402
C -1.37 3.05 0.57 1.9087
C -2.60 3.36 -0.48 -1.2047
C -1.64 4.01 1.89 -0.8911
C -2.35 3.22 3.15 0.2178
C -1.24 2.58 4.22 -0.5327
C -3.50 2.13 2.72 -1.1046
C 1.54 1.28 -2.50 1.8135
C 0.23 1.90 -3.29 0.2216
C 0.54 3.27 -4.15 -0.0776
O 0.99 3.12 -5.42 -0.5133
O 0.28 4.61 -3.57 -0.4507
N 2.47 0.92 -3.59 -0.4859
C 3.51 1.73 -3.85 0.4138
S 4.76 2.88 -4.18 -0.1261
C 1.05 -0.27 -2.03 -0.8388
O 1.28 -0.97 -3.30 -0.5650
P -0.80 -0.58 -1.73 -0.2882
P -1.45 -2.63 -1.88 1.0907
O -2.09 -3.09 -0.48 -0.5890
O -0.30 -3.83 -2.34 -0.5453
O -2.77 -2.69 -3.06 -0.5471
H -0.16 0.33 1.62 -0.2270
H 0.06 -0.09 3.52 0.2965
H -0.71 -1.40 2.39 0.4046
H 2.44 -0.48 2.52 0.1716
H 1.60 -2.15 2.63 0.3968
H 1.77 -3.40 0.69 0.2512
H 2.87 -2.46 -1.88 0.3586
H 3.87 -0.96 -2.37 0.2650
H 4.32 -3.01 -0.41 0.3050
H 5.30 -1.67 -0.63 0.2657
H 3.61 0.85 -1.22 0.8139
H 4.91 2.97 2.85 0.3284
H 3.46 4.18 2.64 0.2871
H 4.56 3.88 1.14 0.2204
H 5.41 2.47 -1.34 0.1047
H 6.43 2.89 0.29 0.3186
H 6.85 1.37 -0.83 0.3243
H -0.08 3.98 -1.06 0.1429
H 0.71 3.92 0.75 0.1130
H -1.44 1.91 0.85 -0.6868
H -2.35 3.16 -1.60 0.2625
H -3.03 4.46 -0.41 0.3194
H -3.50 2.65 -0.18 0.2671
H -0.68 4.52 2.32 0.2761
H -2.39 4.91 1.62 0.2843
H -2.91 4.06 3.79 0.4376
H -0.19 2.74 3.72 0.0210
H -1.54 1.46 4.39 0.1784
H -1.32 3.18 5.25 0.2409
H -4.18 1.97 3.68 0.3687
H -4.22 2.50 1.87 0.2089
H -3.01 1.09 2.49 0.2029
H -0.20 1.10 -4.06 0.6125
H -0.68 2.17 -2.58 -0.2736
H -0.71 4.81 -3.61 0.3598
H 1.24 -1.96 -3.22 0.5018
H -0.98 -0.24 -0.31 0.0724
H -0.38 -4.69 -1.84 0.3394
H -3.64 -2.55 -2.60 0.3516
B -5.37 -6.67 0.39 1.2237
O -4.64 -7.66 1.19 -0.5193
C -3.38 -7.68 0.73 0.4665
O -2.50 -8.40 1.17 -0.6258
C -3.24 -6.73 -0.34 0.7005
O -2.22 -6.50 -0.97 -0.6377
O -4.41 -6.11 -0.57 -0.5460
O -6.51 -7.29 -0.30 -0.5021
C -7.61 -6.65 0.12 0.5982
O -8.74 -6.91 -0.25 -0.6140
C -7.25 -5.63 1.07 0.5742
O -8.03 -4.87 1.64 -0.6208
O -5.93 -5.62 1.25 -0.4791
```

Output
* ΔE to the lowest compared entry with this formula, charge and spin: 362.4 kcal/mol
* energy: -170169.09357 eV
* highest occupied orbital energy: -8.55 eV
* multiplicity: 1
* HOMO-LUMO gap: 5.556 eV

***

5.
Computed, not measured: C25H39BrN7O4SY as an isolated structure at a distorted geometry, with wB97M-V/def2-TZVPD.

```
78
Properties=species:S:1:pos:R:3:mulliken_charge:R:1
Y -0.72 -0.07 -0.20 0.0966
C -0.12 1.45 -3.85 -2.4823
C -0.91 1.71 -2.59 1.3573
C -2.30 1.51 -2.61 1.4473
C -2.99 1.18 -3.91 -2.3913
C -3.04 1.64 -1.42 1.2563
C -4.51 1.33 -1.38 -2.5222
C -2.41 2.13 -0.25 1.1352
C -3.22 2.26 1.02 -2.0572
C -1.08 2.60 -0.32 0.6816
C -0.55 3.56 0.72 -2.1411
C -0.30 2.29 -1.46 0.8142
C 1.12 2.81 -1.53 -2.1756
H -0.12 2.34 -4.48 0.4103
H -0.54 0.63 -4.42 0.5457
H 0.92 1.21 -3.64 0.4111
H -2.47 1.64 -4.74 0.4859
H -4.01 1.56 -3.91 0.5233
H -3.03 0.10 -4.09 0.3597
H -5.09 2.26 -1.39 0.3462
H -4.76 0.80 -0.47 0.4276
H -4.82 0.72 -2.22 0.5820
H -2.58 2.53 1.86 0.5370
H -3.71 1.32 1.25 0.3983
H -3.99 3.02 0.92 0.3554
H -1.37 4.09 1.19 0.4528
H 0.07 4.31 0.23 0.4780
H 0.04 3.08 1.49 0.2221
H 1.12 3.81 -1.97 0.4394
H 1.76 2.19 -2.16 0.4038
H 1.57 2.87 -0.54 0.4483
N 1.76 -0.55 -0.56 -0.6439
C 2.50 -0.21 0.68 0.9591
C 2.59 -1.48 1.55 -1.2790
C 2.82 -1.35 3.06 -0.5220
C 4.03 -0.55 3.58 -1.2191
N 5.28 -0.78 2.84 -0.1307
C 6.07 0.15 2.29 0.7538
N 5.62 1.36 2.01 -0.2395
N 7.33 -0.19 1.98 -0.3992
C 1.71 0.89 1.43 -0.3713
O 2.29 1.79 2.02 -0.7544
O 0.43 0.75 1.39 0.3869
H 1.87 -1.53 -0.77 0.2719
H 2.16 -0.06 -1.35 0.2800
H 3.50 0.17 0.46 0.5184
H 3.37 -2.13 1.13 0.4818
H 1.64 -2.00 1.43 0.4405
H 2.91 -2.37 3.44 0.5986
H 1.93 -0.93 3.53 0.0221
H 4.21 -0.86 4.61 0.4411
H 3.82 0.51 3.60 0.4976
H 5.71 -1.68 3.00 0.2589
H 4.62 1.60 2.08 0.0592
H 6.25 2.07 1.68 0.2340
H 7.74 -1.05 2.30 0.1990
H 7.95 0.48 1.57 0.2145
N -2.54 -1.66 4.19 -0.4214
C -1.74 -1.04 3.33 0.8472
N -1.25 0.16 3.66 -0.2938
S -1.36 -1.81 1.86 -0.5095
H -2.75 -1.26 5.09 0.2046
H -2.93 -2.55 3.95 0.2338
H -1.48 0.59 4.54 0.2170
H -0.60 0.62 3.03 -0.0217
Br -1.22 -6.41 -4.27 -0.1374
C -2.25 -5.06 -3.44 -0.0733
C -3.63 -5.17 -3.38 -0.1791
N -4.39 -4.26 -2.78 -0.5936
C -3.81 -3.21 -2.22 -0.2911
C -2.43 -3.02 -2.24 0.2495
C -1.63 -3.97 -2.87 -0.2818
C -1.82 -1.86 -1.58 1.2627
O -0.56 -1.62 -1.69 -0.9033
O -2.50 -1.08 -0.85 -0.6764
H -4.15 -6.01 -3.82 0.4056
H -4.45 -2.49 -1.73 0.5199
H -0.55 -3.85 -2.91 0.5379
```

Output
* total charge: +2
* energy: -127095.15294 eV
* highest occupied orbital energy: -13.17 eV
* multiplicity: 1
* HOMO-LUMO gap: 8.705 eV

***

6.
Computed, not measured: C25H39N3O6P2SSe4Sn as an isolated structure, with wB97M-V/def2-TZVPD.

```
81
Properties=species:S:1:pos:R:3:mulliken_charge:R:1
Sn -0.12 -0.45 0.20 1.0664
C 4.58 1.21 2.04 -1.1978
C 4.35 0.73 3.45 0.4742
C 4.45 1.81 4.50 -1.3152
O 3.02 0.07 3.59 -0.2182
P 1.68 0.32 2.86 -0.6914
O 1.70 0.19 1.36 -0.0670
C 1.08 1.96 3.27 -0.4486
P -0.58 2.31 2.61 0.3940
O -0.92 1.43 1.45 -0.5219
O -0.48 3.83 2.29 -0.3131
C -1.42 4.54 1.40 0.7524
C -1.71 5.88 2.03 -1.5894
C -0.76 4.64 0.04 -1.0840
O -1.60 2.07 3.76 -0.1936
C -1.84 3.01 4.88 0.7483
C -3.28 3.45 4.79 -1.5465
C -1.51 2.29 6.16 -1.3271
O 0.67 -0.72 3.44 0.0576
C 0.55 -1.06 4.88 0.7098
C 1.39 -2.29 5.16 -1.3775
C -0.93 -1.26 5.13 -1.1056
H 5.60 1.59 1.97 0.5177
H 3.91 2.04 1.77 0.2230
H 4.45 0.42 1.31 0.2683
H 5.02 -0.09 3.68 0.3666
H 3.80 2.66 4.28 0.2232
H 5.47 2.18 4.54 0.4615
H 4.20 1.42 5.49 0.3687
H 1.77 2.68 2.83 0.6211
H 1.08 2.11 4.35 0.6397
H -2.33 3.93 1.34 0.3917
H -0.79 6.47 2.10 0.3576
H -2.13 5.76 3.03 0.3477
H -2.42 6.42 1.42 0.4282
H 0.14 5.25 0.10 0.3783
H -1.45 5.11 -0.67 0.4568
H -0.50 3.65 -0.34 -0.1022
H -1.17 3.87 4.74 0.3507
H -3.95 2.59 4.90 0.3579
H -3.49 3.93 3.84 0.3264
H -3.51 4.16 5.59 0.4171
H -2.17 1.44 6.31 0.3202
H -1.63 2.97 7.01 0.4445
H -0.48 1.93 6.17 0.2558
H 0.92 -0.20 5.44 0.1933
H 1.05 -3.12 4.53 0.2313
H 1.27 -2.58 6.20 0.4440
H 2.44 -2.10 4.97 0.3021
H -1.29 -2.16 4.63 0.2712
H -1.51 -0.41 4.78 0.1564
H -1.10 -1.39 6.20 0.4229
N 2.17 1.03 -3.43 -0.0256
C 3.39 0.35 -3.65 0.1030
C 4.12 0.61 -4.80 -0.6579
C 5.31 -0.06 -5.04 -0.6323
C 5.76 -1.00 -4.12 -0.7112
C 5.03 -1.26 -2.98 -0.7742
C 3.84 -0.59 -2.74 0.8375
S 2.97 -0.93 -1.24 -0.1603
N 1.51 -0.04 -1.45 0.0198
C 1.31 0.77 -2.43 0.3575
C -0.01 1.47 -2.46 0.6101
C -0.38 2.42 -3.40 -0.6434
C -1.67 2.94 -3.36 -0.6588
C -2.55 2.50 -2.39 -0.8479
C -2.09 1.56 -1.47 -0.2046
N -0.86 1.07 -1.51 0.3519
H 1.87 1.65 -4.17 -0.0061
H 3.75 1.34 -5.51 0.4124
H 5.87 0.15 -5.93 0.4107
H 6.69 -1.53 -4.30 0.4079
H 5.38 -2.00 -2.27 0.4387
H 0.30 2.77 -4.16 0.4737
H -1.97 3.68 -4.09 0.4777
H -3.56 2.86 -2.33 0.4735
H -2.73 1.20 -0.67 0.4719
Se -0.88 -3.42 1.64 -0.1104
Se -1.68 -5.12 0.57 0.0337
Se -1.55 -4.75 -1.62 0.0857
Se -0.67 -2.79 -2.06 -0.1804
```

Output
* ΔE to the lowest compared entry with this formula, charge and spin: 5.4 kcal/mol
* total charge: +2
* energy: -339936.91557 eV
* highest occupied orbital energy: -12.40 eV
* multiplicity: 1
* HOMO-LUMO gap: 5.247 eV